(1)
69
Properties=species:S:1:pos:R:3:forces:R:3 method="wB97M-V/def2-TZVPD" charge=+2 e_above_lowest_ev=1.711 total_energy_ev=-99258.3273 multiplicity=2 e_lumo_ev="-5.07 / -12.27" e_homo_ev="-14.800 / -14.800" s_squared=0.7563 gap_ev="9.73 / 2.53"
K -17.82744 13.94278 -1.16180 0.037 -0.174 -0.650
C -21.35161 16.85428 3.27659 -0.891 -0.901 -0.348
O -20.15573 16.72682 2.61869 1.247 -0.290 0.392
P -19.96772 15.88470 1.18298 -0.090 -0.410 -3.645
O -18.67300 15.99408 0.45126 -2.121 0.164 1.957
O -20.23663 14.43885 1.85988 0.001 1.083 0.202
C -19.15925 13.51301 2.19123 1.573 -0.690 0.275
O -21.29995 16.39193 0.35742 2.432 -0.926 2.260
C -21.58436 17.82062 0.33874 -0.489 1.004 -1.510
H -21.27037 16.54622 4.31898 0.114 0.366 -0.021
H -22.11732 16.36570 2.67402 -0.386 -0.629 0.174
H -21.76819 17.85266 3.14313 0.304 1.040 0.318
H -18.70225 13.07908 1.30187 -0.342 0.195 -0.108
H -19.35895 12.69644 2.88508 -1.728 -0.001 -0.433
H -18.33295 13.88823 2.79499 0.049 1.383 -0.422
H -21.30656 18.28759 -0.60617 0.209 -0.760 -0.483
H -21.04760 18.50874 0.99179 -0.108 -0.687 0.894
H -22.67055 17.91140 0.34387 0.121 -0.005 0.653
C -21.28979 12.93219 -5.38514 -0.802 1.965 -1.949
O -20.39390 12.07701 -4.80441 2.846 -2.279 1.309
P -18.79438 12.33345 -4.80694 -0.872 -0.593 -2.020
O -18.36102 13.51590 -4.03947 0.248 -0.460 0.533
O -18.24251 10.89019 -4.36243 -4.737 1.835 0.858
C -16.94430 10.57304 -4.40205 3.376 -0.631 -1.035
O -18.39852 12.43078 -6.39243 0.654 0.381 1.074
C -17.11592 12.99149 -6.82312 0.963 0.323 -0.211
H -21.23176 12.81753 -6.46755 0.536 0.612 -0.224
H -21.05088 13.93153 -5.02136 -0.276 0.379 -0.501
H -22.36300 12.77914 -5.27159 0.308 -0.792 1.126
H -16.60553 9.89995 -3.61447 -0.467 0.166 0.349
H -16.34123 11.48087 -4.38684 0.505 -0.120 0.028
H -16.77339 10.02504 -5.32866 0.427 0.086 -0.167
H -16.37436 12.28392 -7.19395 -0.681 -0.999 0.165
H -16.52911 13.52214 -6.07335 -0.743 0.125 0.586
H -17.17316 13.67659 -7.66897 -1.050 0.056 0.165
C -16.65235 9.88031 3.34238 0.462 -0.518 2.696
O -16.98547 10.93222 2.47408 1.454 0.735 -3.541
P -15.82643 11.16151 1.27570 0.841 -1.492 1.735
O -16.08721 12.28343 0.36736 -1.008 0.623 0.066
O -14.40543 11.28214 2.04678 -2.208 -0.355 -0.846
C -14.12932 12.51346 2.80059 1.283 -1.600 -1.223
O -15.70007 9.73694 0.54199 -0.696 2.292 2.012
C -14.92013 9.67181 -0.62019 0.329 -1.712 -2.033
H -16.03770 10.32431 4.12543 0.436 -0.205 0.028
H -16.12700 9.00693 2.95598 -0.186 0.277 -0.570
H -17.51561 9.54580 3.91768 -0.397 0.006 -0.621
H -13.87151 12.11713 3.78271 -0.800 0.851 0.385
H -14.91340 13.23734 2.57851 0.238 0.135 0.800
H -13.16911 12.77923 2.35846 -0.185 0.795 0.130
H -13.92838 10.11952 -0.68388 0.007 0.093 1.047
H -15.41886 10.02392 -1.52318 -0.545 0.274 0.274
H -14.86526 8.58838 -0.72640 0.639 0.093 -0.441
C -23.89727 12.21167 -3.10120 -2.041 -0.538 -0.332
O -22.53887 12.46052 -2.83221 1.889 2.464 1.783
P -22.15233 13.54388 -1.61801 -2.234 -1.330 0.394
O -20.73114 14.00060 -1.42517 -1.639 -1.133 -0.385
O -23.23620 14.75724 -1.72192 1.099 -2.788 -0.046
C -23.15412 15.77752 -2.69128 0.289 2.264 0.732
O -22.87097 12.73195 -0.38348 0.676 0.935 -0.152
C -22.20081 12.01813 0.68907 0.906 0.528 -0.812
H -24.01261 11.19326 -3.47218 0.405 -0.003 0.055
H -24.36992 12.85278 -3.84530 0.710 0.382 -0.366
H -24.60269 12.30876 -2.27594 0.576 -0.057 0.606
H -24.04744 15.94540 -3.29287 -0.022 -0.844 -0.019
H -22.24394 15.85523 -3.28595 -0.002 -0.679 -0.072
H -23.11792 16.63307 -2.01687 0.033 0.654 -0.485
H -22.15756 10.95099 0.47127 -0.072 0.122 -0.136
H -22.63225 12.16117 1.67977 -0.606 0.305 -0.404
H -21.19621 12.43963 0.72375 0.205 -0.391 0.149

(2)
58
Properties=species:S:1:pos:R:3:forces:R:3 method="wB97M-V/def2-TZVPD" charge=-1 e_above_lowest_ev=5.457 total_energy_ev=-30614.4491 multiplicity=1 e_lumo_ev=1.93 e_homo_ev=-3.552 gap_ev=5.48
Sr -0.15515 -0.40051 -0.44897 -0.855 1.037 1.963
O -2.20667 -1.20379 2.05835 0.101 -0.261 -1.002
H -3.17633 -1.26307 2.16214 0.703 0.110 -0.323
O 1.60276 0.94108 1.98976 0.235 -0.381 -1.211
H 2.52323 1.26647 2.02683 -0.598 -0.256 -0.177
O -2.03989 2.00529 -1.86687 0.391 -0.889 -0.099
H -2.69260 1.91975 -2.58881 0.522 -0.090 0.546
C -1.56195 -5.54492 -1.59719 1.009 -0.574 0.838
C -0.82986 -4.29270 -1.06495 1.983 -2.389 0.451
C 0.73793 -4.49833 -1.07718 -1.344 1.063 0.171
O 1.38184 -3.37371 -0.40894 -0.143 -1.760 -0.495
C 2.79412 -3.49441 -0.54188 0.533 0.952 0.152
N -1.17038 -3.23519 -1.90146 -0.652 3.001 -0.982
H -1.17230 -6.41650 -1.07124 -0.485 -0.284 0.220
H -1.32523 -5.74704 -2.64180 0.149 0.352 -0.208
H -2.64766 -5.47805 -1.52748 0.085 0.056 0.297
H -1.02072 -4.06974 -0.01521 -0.626 0.035 -0.009
H 1.08290 -4.52081 -2.11091 0.144 -0.128 -0.259
H 0.95739 -5.45208 -0.59729 0.300 0.083 0.216
H 3.24490 -2.81479 0.18132 -0.130 0.300 -0.213
H 3.10601 -3.23925 -1.55466 -0.015 0.315 -0.172
H 3.30020 -4.43966 -0.34563 -0.875 -0.677 0.268
H -2.17887 -3.18241 -1.91832 -0.339 0.543 0.212
H -0.96354 -3.47117 -2.86147 0.405 -0.014 -0.245
C -4.21531 4.64757 1.29979 -1.406 0.606 0.084
C -3.72393 3.76472 2.39874 0.000 -0.850 -0.523
C -4.73632 2.69631 2.82604 0.433 0.173 1.110
O -4.16448 2.01343 3.93529 -0.168 -0.329 0.126
C -4.95827 0.95403 4.45217 0.042 0.917 -0.483
N -2.50297 3.15068 1.90614 0.898 0.163 0.199
H -5.11144 5.20264 1.57720 -0.281 0.191 0.106
H -4.49712 4.01746 0.45620 0.369 0.272 -0.367
H -3.44746 5.39217 1.08983 -0.034 -0.170 -0.474
H -3.45482 4.38774 3.25169 -0.106 -0.234 0.340
H -5.05217 2.01618 2.03499 0.496 -0.233 -0.391
H -5.66417 3.15860 3.16290 -0.327 0.433 0.108
H -5.06119 0.15788 3.71484 0.148 -0.273 0.079
H -5.95247 1.33668 4.68291 -0.437 0.044 0.055
H -4.53390 0.60691 5.39426 0.290 -0.083 -0.299
H -1.94718 3.94134 1.61278 0.771 0.241 0.445
H -2.62139 2.76474 0.98034 -0.649 -0.844 -0.246
C 2.79901 2.76667 -1.71224 0.280 -0.752 1.347
C 3.62718 1.56848 -2.18350 -0.197 0.615 -0.621
C 4.74426 1.21554 -1.19629 0.026 0.276 0.652
O 5.72001 0.35915 -1.75833 -0.452 0.021 -1.351
C 6.69701 -0.11598 -0.86912 -1.064 -0.068 0.008
N 2.73826 0.41544 -2.46446 0.547 -0.207 -0.013
H 2.62030 2.49671 -0.67143 -0.342 0.675 0.435
H 1.80815 2.91563 -2.14131 0.193 -0.296 -0.473
H 3.37017 3.69248 -1.78119 -0.029 -0.045 0.098
H 4.15267 1.94290 -3.06201 0.144 -0.523 -0.592
H 4.38627 0.81127 -0.24945 -0.574 -0.424 0.004
H 5.22837 2.13825 -0.87636 0.138 0.474 -0.214
H 7.23333 0.72070 -0.42143 0.342 -0.092 0.116
H 7.33112 -0.80493 -1.42711 0.177 0.265 0.078
H 6.15731 -0.68117 -0.10926 0.344 -0.118 0.522
H 2.10123 0.61851 -3.22145 -0.274 0.657 -0.057
H 3.33973 -0.26319 -2.90919 0.208 -0.624 0.251

(3)
60
Properties=species:S:1:pos:R:3:forces:R:3 method="wB97M-V/def2-TZVPD" charge=+1 e_above_lowest_ev=6.044 total_energy_ev=-35911.7771 multiplicity=1 e_lumo_ev=-4.56 e_homo_ev=-11.993 gap_ev=7.43
N 1.64893 5.47537 0.90742 0.148 -1.334 0.607
C 1.45899 4.10296 1.04958 -0.562 -0.118 0.195
N 2.63934 3.17313 0.87479 -4.137 3.288 -1.643
C 2.26383 1.85280 0.24050 -0.334 -2.812 0.078
C 0.69139 1.42082 0.40534 -0.213 -0.798 -0.907
O 0.56019 0.67212 1.66489 -1.415 0.797 -1.311
C -0.32301 2.69921 0.24790 0.232 -1.038 -0.646
C -1.91909 2.30227 0.19457 -0.626 0.756 -0.498
C -2.59745 3.31413 -0.95120 -3.277 4.943 1.042
O -3.38686 4.35620 -0.60695 5.394 -7.125 -2.241
O -2.28627 3.07538 -2.38151 1.145 1.091 3.232
N 0.03051 3.66734 1.38651 3.493 0.735 -3.176
H 2.48732 5.93921 1.37096 -1.464 -0.769 -1.408
H 0.90103 6.03497 0.39681 1.375 -0.889 1.610
H 3.26371 3.67055 0.17042 -0.842 -0.581 1.576
H 2.55076 1.77143 -0.91231 -0.558 0.617 2.653
H 2.92275 1.02116 0.78758 -1.726 1.881 -1.225
H 0.44182 0.68041 -0.49707 0.624 1.662 1.795
H -0.36059 0.25878 1.76401 1.800 0.910 -0.475
H -0.05740 3.27602 -0.75630 -0.542 -1.545 1.779
H -2.48525 2.50347 1.22536 1.375 -0.374 -2.356
H -2.10690 1.18354 -0.13747 0.620 2.339 0.622
H -1.36506 3.46293 -2.58430 -1.985 -0.774 0.428
H -0.63579 4.48196 1.33021 1.195 -0.695 0.358
C -3.12782 -1.72310 -0.48989 0.047 -0.353 0.277
O -3.02711 -2.07342 0.87810 0.212 0.066 0.129
H -3.45546 -0.68378 -0.56725 -0.059 -0.110 0.045
H -2.15107 -1.83147 -0.96761 -0.024 0.062 -0.310
H -3.85892 -2.37085 -0.97996 0.038 0.182 -0.262
H -2.73472 -3.00011 0.91512 -0.120 0.079 0.177
C -2.29826 -5.93904 2.14985 0.029 -0.142 0.070
O -2.25602 -5.00151 1.08989 0.186 0.230 -0.662
H -2.78116 -5.47678 3.01393 0.062 -0.006 -0.202
H -2.87259 -6.81538 1.83976 0.020 -0.070 0.212
H -1.28054 -6.23329 2.41800 -0.103 -0.066 0.188
H -1.82259 -5.43972 0.33773 -0.165 0.234 0.310
C 0.49271 -2.13649 3.52535 0.068 0.141 0.005
O 1.87480 -2.44323 3.52966 0.475 0.287 -0.152
H -0.07245 -3.04003 3.76565 0.180 0.122 -0.053
H 0.28632 -1.36980 4.27607 -0.272 0.000 -0.015
H 0.20089 -1.77942 2.53460 -0.267 -0.071 0.039
H 2.35033 -1.62304 3.31339 -0.236 -0.525 0.171
C -0.14565 -8.51961 0.56490 0.116 -0.251 -0.048
O -0.10341 -7.58208 -0.49506 0.108 0.187 -0.542
H -0.62855 -8.05735 1.42898 0.112 -0.070 -0.229
H -0.71998 -9.39595 0.25481 0.018 -0.099 0.250
H 0.87207 -8.81386 0.83305 -0.103 -0.136 0.206
H 0.33002 -8.02029 -1.24722 -0.289 0.372 0.383
C 5.59930 0.59196 -1.63850 0.335 -0.134 0.008
O 4.27746 0.33342 -1.20242 -0.318 -0.251 0.438
H 5.56112 1.16849 -2.56568 -0.091 -0.126 0.154
H 6.12964 1.16731 -0.87580 0.224 0.011 -0.144
H 6.11529 -0.35392 -1.82104 0.182 0.185 -0.088
H 4.34329 -0.17909 -0.37863 -0.051 0.140 -0.556
C -1.93503 5.96971 -4.73702 -0.183 0.227 -0.102
O -0.55295 5.66298 -4.73271 0.715 0.169 0.117
H -2.50019 5.06618 -4.49672 0.150 0.122 -0.038
H -2.14142 6.73641 -3.98630 -0.283 -0.014 -0.048
H -2.22686 6.32678 -5.72778 -0.238 -0.007 0.106
H -0.07741 6.48317 -4.94898 -0.197 -0.558 0.075

(4)
58
Properties=species:S:1:pos:R:3:forces:R:3 method="wB97M-V/def2-TZVPD" charge=-1 e_above_lowest_ev=4.348 total_energy_ev=-32938.0077 multiplicity=1 e_lumo_ev=2.79 e_homo_ev=-6.589 gap_ev=9.38
N 11.26904 58.78038 16.76095 -3.029 2.638 -2.556
O 10.52821 58.15021 17.51772 1.167 -0.758 2.599
O 10.94009 58.65828 15.55632 1.388 -0.362 -1.107
O 11.94586 59.79905 17.06451 0.481 -1.515 1.253
C 10.57530 57.49198 10.82634 -4.617 -2.067 2.877
C 10.51864 58.02274 12.24377 3.311 1.616 -1.221
O 10.47482 57.04324 13.20076 0.092 0.237 1.414
H 11.32817 57.06285 10.30077 3.066 -1.342 -0.423
H 10.20988 58.20339 10.23808 -1.220 3.564 -2.707
H 9.68252 56.78280 10.73341 1.121 0.272 0.250
H 9.82024 58.84766 12.43052 -0.749 -0.470 -0.566
H 11.49154 58.58131 12.42273 -0.539 -0.250 -0.431
H 10.76800 57.65034 13.91701 -0.444 -1.650 0.863
C 15.63218 62.26864 14.92914 -2.272 3.521 -0.327
C 14.80483 61.35068 15.81367 -0.524 -0.464 2.134
O 13.47075 61.42805 15.36546 0.134 -0.213 -0.169
H 15.46295 63.49890 15.07024 0.178 -3.293 0.095
H 15.39413 62.16025 13.83467 0.308 -0.458 1.154
H 16.62462 62.08865 15.15707 2.271 -0.226 -0.004
H 14.77746 61.52782 16.98376 0.569 0.506 -2.107
H 15.28460 60.31288 15.83244 -0.817 0.852 -0.731
H 12.87266 60.95979 15.97366 0.183 -0.291 -0.195
C 9.32930 63.67037 16.16882 -0.807 1.579 -1.281
C 10.00329 62.39247 16.68208 -3.069 2.282 3.034
O 9.43268 61.34227 16.04625 -0.820 -1.414 -0.921
H 9.30018 63.70027 15.03759 -0.138 -0.495 1.073
H 9.84090 64.63517 16.35935 0.245 -0.702 0.491
H 8.25983 63.88798 16.52981 1.462 -0.919 -0.410
H 9.81990 62.38505 17.81562 -0.275 -0.200 -0.947
H 11.01926 62.41151 16.71440 3.187 0.171 -0.991
H 9.92999 60.54001 16.21286 0.183 -0.188 -0.166
C 8.45250 54.32373 15.74068 -4.995 -1.379 2.040
C 9.30799 55.42637 16.15562 2.543 1.234 -3.835
O 8.55312 56.63013 15.86971 1.381 -0.162 0.979
H 7.54521 54.42173 16.55714 1.619 -0.833 -1.955
H 8.78709 53.28522 15.74248 0.611 0.245 0.522
H 7.91359 54.38984 14.76226 0.842 0.751 0.649
H 10.24735 55.26192 15.46449 -1.240 1.204 0.744
H 9.78584 55.41461 17.10531 -0.406 -0.154 1.282
H 9.08719 57.40008 16.19523 -0.371 -0.934 -0.421
C 9.29271 60.75357 21.39702 -2.152 1.011 -0.341
C 9.40377 59.98864 20.07216 1.713 -2.068 2.879
O 10.75494 59.50496 20.05125 -1.151 2.506 4.141
H 8.25218 61.13909 21.38991 0.371 0.589 -0.156
H 9.96349 61.59256 21.77071 -0.429 -1.369 -1.158
H 9.11572 60.03068 22.15124 0.774 -0.866 1.115
H 9.26223 60.52695 19.23564 -0.612 2.435 -2.851
H 8.61949 59.17011 20.00531 0.872 0.587 0.503
H 10.89363 58.96497 19.35597 0.602 -2.716 -4.130
C 9.10744 56.18056 21.39973 -1.597 0.415 2.274
C 10.19833 56.04140 20.39860 -0.574 -0.899 2.130
O 11.18184 55.26542 21.08956 -0.745 -4.562 -0.483
H 8.62649 55.20739 21.89005 0.835 1.925 -1.683
H 8.43078 56.94139 21.06370 -1.578 -0.355 -0.871
H 9.37279 56.79257 22.26742 1.059 -0.541 0.330
H 10.60980 56.98975 20.13824 0.537 0.598 0.045
H 9.73012 55.65196 19.52397 0.365 -0.966 -1.034
H 10.76095 54.24972 21.23751 1.701 4.343 -0.692